Entry 1:
ORCA calculation (ωB97M-V/def2-TZVPD) on C4H9NO2 in the gas phase.

```
16
Properties=species:S:1:pos:R:3:forces:R:3:nbo_charge:R:1
C 1.947 -1.613 -0.860 0.3 -0.2 0.0 -0.245
O 0.968 -0.612 -0.906 0.1 0.1 -0.1 -0.550
C -0.170 -0.923 -0.142 -0.1 0.0 0.1 -0.068
C -1.094 0.262 -0.242 -0.1 -0.2 -0.1 -0.257
N -0.487 1.449 0.332 -0.2 0.0 0.1 -0.618
C -1.177 2.121 1.285 -0.1 0.0 0.1 0.524
O -2.275 1.782 1.687 0.3 0.3 0.1 -0.624
H 2.293 -1.785 0.171 0.0 0.0 -0.2 0.166
H 1.565 -2.563 -1.264 0.1 0.1 0.0 0.166
H 2.783 -1.268 -1.473 -0.1 -0.1 0.1 0.195
H 0.101 -1.091 0.915 0.0 0.0 -0.2 0.169
H -0.663 -1.839 -0.510 0.1 0.2 0.0 0.172
H -2.002 0.060 0.327 0.1 0.1 -0.1 0.247
H -1.381 0.442 -1.283 0.1 -0.1 0.1 0.199
H 0.436 1.746 0.042 -0.3 -0.1 0.1 0.409
H -0.661 3.014 1.675 0.0 -0.1 -0.1 0.115
```
Forces are in eV/Å.

HOMO energy	-9.79	eV
energy above the lowest of the compared OMol25 structures with the same formula, charge and spin	129.0	kJ/mol
SMILES string	COCCNC=O
net charge	0
HOMO-LUMO gap	10.691	eV

=====

Entry 2:
ORCA calculation (ωB97M-V/def2-TZVPD) on C4H9NO2 in the gas phase.

```
16
Properties=species:S:1:pos:R:3:forces:R:3:nbo_charge:R:1
C 1.562 -0.763 1.288 1.3 -0.3 -1.2 -0.619
C 0.232 0.052 1.301 0.3 0.2 0.5 -0.502
C 0.245 1.234 0.288 -2.2 0.8 1.3 0.704
O 0.414 2.424 0.608 0.5 -3.0 -1.4 -0.559
N -0.254 0.800 -0.992 3.2 1.6 0.8 -0.715
C -1.473 0.137 -1.350 0.2 -1.1 -1.0 0.083
O -1.159 -0.863 -2.375 -0.6 -1.9 2.6 -0.720
H 1.857 -1.337 0.355 -0.8 1.0 0.5 0.212
H 1.603 -1.550 2.027 -0.5 0.0 0.5 0.215
H 2.474 -0.137 1.507 -1.1 -0.2 -0.2 0.219
H -0.692 -0.547 0.987 1.4 0.5 0.9 0.209
H 0.176 0.414 2.387 -0.5 -0.2 -1.7 0.233
H 0.275 1.285 -1.771 -1.7 -0.7 1.2 0.410
H -1.996 0.932 -1.832 -1.1 0.0 -0.7 0.177
H -2.169 -0.328 -0.578 1.5 0.9 -0.4 0.187
H -1.095 -1.753 -1.849 0.0 2.4 -1.7 0.466
```
Forces are in eV/Å.

HOMO energy	-9.62	eV
energy above the lowest of the compared OMol25 structures with the same formula, charge and spin	232.7	kJ/mol
SMILES string	CCC(=O)NCO
net charge	0
HOMO-LUMO gap	10.252	eV

=====

Entry 3:
ORCA calculation (ωB97M-V/def2-TZVPD) on C4H9NO2 in the gas phase.

```
16
Properties=species:S:1:pos:R:3:forces:R:3:nbo_charge:R:1
C -1.973 0.852 0.810 0.0 0.0 0.0 -0.623
C -1.783 -0.502 0.130 -0.1 -0.1 0.1 -0.217
N -0.588 -0.572 -0.691 0.1 0.1 0.0 -0.628
C 0.655 -0.649 -0.144 -0.1 0.0 0.2 0.884
O 0.918 -0.910 1.011 -0.1 0.2 -0.4 -0.646
O 1.570 -0.393 -1.115 -0.1 0.0 0.0 -0.533
C 2.824 0.088 -0.654 0.3 0.1 0.1 -0.257
H -1.914 1.669 0.081 0.0 -0.1 0.1 0.201
H -2.953 0.906 1.299 0.2 0.0 0.0 0.213
H -1.200 1.011 1.568 -0.1 0.0 -0.1 0.222
H -1.721 -1.298 0.877 0.0 0.1 -0.1 0.217
H -2.632 -0.728 -0.524 0.1 0.0 0.1 0.196
H -0.605 -0.135 -1.600 -0.1 -0.1 0.1 0.398
H 3.497 0.043 -1.511 -0.1 0.0 0.2 0.193
H 2.716 1.129 -0.327 0.1 -0.1 0.0 0.177
H 3.201 -0.515 0.172 0.0 0.0 -0.1 0.205
```
Forces are in eV/Å.

HOMO energy	-9.79	eV
energy above the lowest of the compared OMol25 structures with the same formula, charge and spin	50.2	kJ/mol
SMILES string	CCNC(=O)OC
net charge	0
HOMO-LUMO gap	10.704	eV

=====

Entry 4:
ORCA calculation (ωB97M-V/def2-TZVPD) on C4H9NO2 in the gas phase.

```
16
Properties=species:S:1:pos:R:3:forces:R:3:nbo_charge:R:1
C 2.351 -0.992 -0.892 0.1 0.5 0.6 -0.618
C 1.506 -0.252 0.228 0.5 0.9 1.4 -0.232
N 0.286 0.199 -0.380 -0.5 0.1 0.3 -0.651
C -0.648 0.327 0.612 -0.7 -0.8 -0.8 0.886
O -0.806 -0.507 1.475 0.1 0.7 0.1 -0.616
O -1.466 1.380 0.415 -0.1 -0.1 -0.2 -0.531
C -2.775 0.829 0.284 -0.6 0.0 0.0 -0.257
H 2.496 -0.458 -1.845 0.0 0.3 0.6 0.206
H 3.318 -1.361 -0.546 0.0 0.3 0.1 0.219
H 1.777 -1.900 -1.182 0.0 0.6 0.5 0.224
H 1.283 -0.994 0.970 -0.4 -0.7 -0.2 0.231
H 1.536 0.680 1.174 2.3 -2.0 -2.9 0.173
H 0.397 0.984 -1.016 -0.2 -0.1 0.4 0.392
H -3.405 1.620 -0.106 -0.1 0.0 0.1 0.195
H -2.716 -0.002 -0.431 -0.3 0.2 0.1 0.179
H -3.133 0.446 1.241 -0.1 0.1 -0.1 0.200
```
Forces are in eV/Å.

HOMO energy	-9.58	eV
energy above the lowest of the compared OMol25 structures with the same formula, charge and spin	270.0	kJ/mol
SMILES string	CCNC(=O)OC
net charge	0
HOMO-LUMO gap	10.538	eV

=====

Entry 5:
ORCA calculation (ωB97M-V/def2-TZVPD) on 2 unconnected molecules or ions with the total composition C4H9NO2.

```
16
Properties=species:S:1:pos:R:3:forces:R:3:nbo_charge:R:1
C -1.724 0.801 -0.526 0.2 0.2 0.1 -0.656
C -0.763 -0.197 0.065 0.7 -0.4 -2.2 0.114
N -1.022 -0.630 1.351 -0.2 -0.3 0.9 -0.823
C 0.225 -0.745 -0.688 -0.9 0.0 1.0 0.020
O 0.412 -0.462 -2.015 0.7 0.5 -0.3 -0.701
H -2.640 0.287 -0.835 0.0 0.1 0.0 0.220
H -1.308 1.309 -1.402 0.0 -0.2 0.2 0.244
H -1.995 1.564 0.211 0.0 -0.1 0.0 0.209
H -0.814 -1.615 1.499 -0.2 0.4 0.1 0.382
H -1.939 -0.360 1.701 0.4 -0.3 -0.1 0.379
H 0.869 -1.543 -0.337 -0.1 0.0 0.4 0.159
H 1.377 -0.364 -2.139 -0.6 0.0 -0.1 0.484
C 2.313 0.474 0.776 1.0 0.7 -1.4 0.275
O 3.075 0.429 -0.189 -1.4 0.0 1.7 -0.549
H 1.603 1.326 0.938 0.4 -0.5 -0.2 0.124
H 2.330 -0.275 1.587 0.0 -0.1 -0.2 0.118
```
Forces are in eV/Å.

HOMO energy	-7.74	eV
energy above the lowest of the compared OMol25 structures with the same formula, charge and spin	261.2	kJ/mol
SMILES string	C/C(N)=C\O.C=O
net charge	0
HOMO-LUMO gap	8.555	eV

=====

Entry 6:
ORCA calculation (ωB97M-V/def2-TZVPD) on a molecular structure, C4H9NO2.

```
16
Properties=species:S:1:pos:R:3:forces:R:3:nbo_charge:R:1
C 0.458 -0.817 0.710 0.1 0.9 -0.5 0.787
C -0.943 -0.975 0.337 -0.5 0.3 0.0 -0.553
C 0.643 0.962 -0.621 1.1 -0.2 0.2 -0.799
C -1.192 0.433 -0.276 -1.3 -1.0 0.2 0.118
O 1.386 -1.602 0.143 -0.1 0.4 0.1 -0.661
O 0.693 -0.299 1.926 0.0 -0.1 -0.3 -0.658
N -1.887 0.420 -1.393 1.0 0.0 0.2 -0.789
H 2.248 -1.156 0.089 -0.1 0.0 0.1 0.490
H 1.626 -0.075 2.052 0.0 0.0 0.0 0.486
H -1.852 1.330 -1.854 -0.3 0.1 0.2 0.324
H -1.055 -1.714 -0.450 0.0 0.0 0.0 0.260
H -1.597 -1.184 1.182 0.0 -0.1 0.0 0.235
H -1.315 1.153 0.548 0.3 0.1 -0.2 0.170
H 0.963 0.386 -1.490 0.0 0.1 0.0 0.207
H 0.330 1.955 -0.942 -0.3 -0.1 0.0 0.224
H 1.494 1.183 0.040 0.2 -0.1 0.0 0.159
```
Forces are in eV/Å.

HOMO energy (alpha / beta)	-7.30 / -7.30	eV
energy above the lowest of the compared OMol25 structures with the same formula, charge and spin	533.4	kJ/mol
net charge	0
HOMO-LUMO gap (alpha / beta)	7.350 / 7.351	eV

=====

Entry 7:
ORCA calculation (ωB97M-V/def2-TZVPD) on C4H9NO2 in the gas phase.

```
16
Properties=species:S:1:pos:R:3:forces:R:3:nbo_charge:R:1
C 1.886 -0.106 -0.472 -0.1 0.2 0.3 -0.636
C 0.529 -0.351 0.235 -0.2 0.5 0.6 -0.078
C -0.113 1.083 1.186 0.9 -1.2 -1.2 -0.028
O -1.269 0.950 1.935 0.4 -0.5 -0.4 -0.722
N -0.389 -0.686 -0.902 -0.2 0.3 0.3 -0.623
C -1.731 -0.758 -0.862 -0.2 0.1 0.2 0.542
O -2.446 -0.448 0.081 0.0 -0.2 -0.3 -0.650
H 2.216 -0.954 -1.106 -0.4 0.2 0.4 0.208
H 2.681 0.055 0.256 -0.1 0.1 0.0 0.226
H 1.851 0.763 -1.144 -0.1 0.0 0.3 0.211
H 0.605 -1.260 0.845 -0.1 0.4 0.2 0.193
H 0.532 1.686 1.876 0.5 -1.2 -1.0 0.197
H -0.218 1.576 0.235 -0.6 1.2 -0.2 0.140
H -1.919 0.499 1.362 -0.1 -0.1 0.1 0.501
H 0.016 -1.032 -1.772 0.1 0.3 0.6 0.397
H -2.186 -1.124 -1.800 0.2 0.0 0.1 0.122
```
Forces are in eV/Å.

HOMO energy	-9.28	eV
energy above the lowest of the compared OMol25 structures with the same formula, charge and spin	207.9	kJ/mol
SMILES string	C[C@@H](CO)NC=O
net charge	0
HOMO-LUMO gap	9.991	eV

=====

Entry 8:
ORCA calculation (ωB97M-V/def2-TZVPD) on 2 unconnected molecules or ions with the total composition C4H9NO2.

```
16
Properties=species:S:1:pos:R:3:forces:R:3:nbo_charge:R:1
N -2.004 0.131 0.483 0.0 0.9 0.6 -0.850
C -0.885 -0.478 -0.131 -0.7 -1.3 -2.3 -0.220
C -0.536 -0.282 -1.464 -1.8 -1.0 1.4 0.330
O 0.111 -1.223 -2.139 0.7 0.7 0.2 -0.629
H -2.877 -0.365 0.346 0.2 0.2 -0.1 0.373
H -2.095 1.119 0.271 -0.2 -0.2 0.0 0.364
H -0.673 -1.473 0.254 0.3 0.1 0.1 0.208
H -0.782 0.633 -1.993 0.1 0.1 0.1 0.175
H 0.666 -0.807 -2.820 0.0 -0.1 0.2 0.500
C 1.494 0.050 1.538 -0.6 -0.7 -0.1 -0.699
C 0.857 0.683 0.327 3.2 1.7 -2.2 0.382
O 1.521 0.754 -0.770 -0.6 -0.1 2.4 -0.732
H 1.973 -0.889 1.253 0.0 0.1 0.1 0.224
H 2.254 0.729 1.936 -0.1 0.1 -0.2 0.239
H 0.748 -0.136 2.315 0.1 0.0 0.0 0.216
H 0.227 1.555 0.596 -0.6 -0.5 -0.2 0.118
```
Forces are in eV/Å.

HOMO energy	-8.00	eV
energy above the lowest of the compared OMol25 structures with the same formula, charge and spin	386.6	kJ/mol
SMILES string	N/C=C/O.CC=O
net charge	0
HOMO-LUMO gap	8.446	eV